(1)
This record from OMol25 describes a cluster of 3 separate species, C5H10O in total in a non-equilibrium geometry. The level of theory is ωB97M-V/def2-TZVPD.

molar mass = 86.1 g/mol
orbital gap (spin up / spin down) = 8.66 / 7.36 eV
relative energy (zero: lowest compared OMol25 entry of this formula, charge and spin) = 694.5 kJ/mol
lowest unoccupied orbital energy (spin up / spin down) = 0.527 / 0.165 eV
highest occupied orbital energy (spin up / spin down) = -8.14 / -7.20 eV
strongest force on any atom = 4.26 eV/Å
calculated total energy = -7387.567 eV

The geometry in ORCA input format:
```
! RIJCOSX wB97M-V def2-TZVPD def2/J DEFGRID3
* xyz 0 1
C -1.1422 0.7021 0.3242
C -0.6497 0.6474 1.7280
C 1.8766 -0.3859 -0.5083
C 0.4492 -0.5094 -0.8636
C -0.2200 -1.4072 -1.5522
O -0.5311 1.2637 -0.6262
H -1.8345 2.3352 0.1030
H -2.0387 0.1036 0.1098
H 0.2777 1.2035 1.8429
H -1.4227 1.1049 2.3547
H -0.5260 -0.3906 2.0454
H 2.4863 -1.1165 -1.0570
H 2.2461 0.6093 -0.7632
H 2.0431 -0.5391 0.5605
H 0.2772 -2.2763 -1.9872
H -1.2911 -1.3447 -1.7109
*
```

***

(2)
This record from OMol25 describes a cluster of 2 separate species, C4H14N3O in total in a non-equilibrium geometry. The level of theory is ωB97M-V/def2-TZVPD.

molar mass = 120.2 g/mol
orbital gap = 10.16 eV
relative energy (zero: lowest compared OMol25 entry of this formula, charge and spin) = 218.1 kJ/mol
lowest unoccupied orbital energy = -2.864 eV
highest occupied orbital energy = -13.02 eV
strongest force on any atom = 3.91 eV/Å
calculated total energy = -10885.901 eV

The geometry in ORCA input format:
```
! RIJCOSX wB97M-V def2-TZVPD def2/J DEFGRID3
* xyz 1 1
C 0.0333 2.0114 -0.8131
C -1.1958 1.1186 -0.4335
C -1.1432 -0.3382 -0.9449
N -0.1963 -3.1273 -0.0989
C 0.5414 -1.9861 -0.3866
N 0.2164 -0.8003 -0.6894
N 1.2564 1.6429 0.0481
H -0.2189 3.0305 -1.0565
H 0.4314 1.6412 -1.7757
H -2.0852 1.5244 -0.9297
H -1.3704 1.2123 0.6399
H -1.1368 -0.2365 -2.0735
H -2.0575 -0.9171 -0.8410
H 0.1898 -4.0552 -0.1501
H -0.9621 -3.1139 0.5599
H 1.6272 -2.1493 -0.1874
H 1.1832 2.1701 0.9116
H 2.1406 1.8939 -0.4153
H 1.3116 0.6283 0.1198
H 0.5503 -0.6743 2.3561
H 0.0883 0.3492 3.3934
O 0.7963 0.1754 2.7669
*
```

***

(3)
This record from OMol25 describes the molecule C6H12N2O in a non-equilibrium geometry. The level of theory is ωB97M-V/def2-TZVPD.

molar mass = 128.2 g/mol
orbital gap = 9.40 eV
relative energy (zero: lowest compared OMol25 entry of this formula, charge and spin) = 291.8 kJ/mol
lowest unoccupied orbital energy = 0.842 eV
highest occupied orbital energy = -8.56 eV
strongest force on any atom = 4.25 eV/Å
calculated total energy = -11441.646 eV

The geometry in ORCA input format:
```
! RIJCOSX wB97M-V def2-TZVPD def2/J DEFGRID3
* xyz 0 1
H 0.0710 -1.9666 3.1704
N 0.5163 -1.5957 2.3340
C -0.1354 -0.8953 1.5599
N -1.5552 -0.3937 1.0125
C -0.3183 0.1733 0.6056
C 0.1138 1.4939 1.4086
C 0.3262 0.0067 -0.7861
C -0.0587 -1.3417 -1.4075
C -0.1077 1.1655 -1.6820
O 1.7420 0.0881 -0.6499
H -2.1485 -0.7609 0.2866
H 1.1924 1.6279 1.3852
H -0.2470 1.4605 2.4322
H -0.3865 2.3046 0.8976
H -1.1259 -1.3955 -1.6056
H 0.2120 -2.1613 -0.7405
H 0.4755 -1.4665 -2.3479
H -1.1855 1.3103 -1.6237
H 0.1624 0.9503 -2.7147
H 0.4021 2.0764 -1.3751
H 2.0549 -0.6803 -0.1596
*
```

***

(4)
This record from OMol25 describes the ion C5H4N4O2 with charge -2 in a non-equilibrium geometry. The level of theory is ωB97M-V/def2-TZVPD.

molar mass = 152.1 g/mol
orbital gap = 8.15 eV
relative energy (zero: lowest compared OMol25 entry of this formula, charge and spin) = 0.0 kJ/mol
lowest unoccupied orbital energy = 6.561 eV
highest occupied orbital energy = -1.59 eV
strongest force on any atom = 2.86 eV/Å
calculated total energy = -15303.830 eV

The geometry in ORCA input format:
```
! RIJCOSX wB97M-V def2-TZVPD def2/J DEFGRID3
* xyz -2 1
O -4.2018 0.2281 -0.7006
C -3.4130 0.3921 0.2713
O -3.4885 1.1623 1.2646
C -1.9663 -0.3706 0.1668
C -0.7131 0.0973 0.1730
C 0.5458 -0.5283 -0.4727
C 1.8996 -0.0417 -0.0574
N 2.6550 -0.6240 0.8292
N 3.8333 -0.0511 0.7765
N 3.7925 0.9232 -0.0864
N 2.6322 0.9955 -0.6774
H -2.1649 -1.3750 -0.1802
H -0.5366 1.0993 0.4663
H 0.5622 -1.6935 -0.2406
H 0.5637 -0.2136 -1.5324
*
```

***

(5)
This record from OMol25 describes a structure of composition C3H2F5N in a non-equilibrium geometry. The level of theory is ωB97M-V/def2-TZVPD.

molar mass = 147.0 g/mol
orbital gap (spin up / spin down) = 7.78 / 6.02 eV
lowest unoccupied orbital energy (spin up / spin down) = 0.591 / -3.905 eV
highest occupied orbital energy (spin up / spin down) = -7.19 / -9.92 eV
strongest force on any atom = 5.27 eV/Å
calculated total energy = -18212.238 eV

The geometry in ORCA input format:
```
! RIJCOSX wB97M-V def2-TZVPD def2/J DEFGRID3
* xyz 0 3
C 1.9080 -0.3093 -0.9803
C 1.1203 0.0331 -0.0091
C -1.5950 -0.0865 0.6825
N -0.7567 0.0640 -0.4016
F 1.5372 0.3678 1.1757
F -1.5389 0.9385 1.5705
F -2.9197 -0.2763 0.4340
F -1.2217 -1.2315 1.3409
F -1.1235 1.2942 -0.9521
H 2.9106 -0.3632 -0.8301
H 1.6792 -0.4308 -2.0305
*
```

***

(6)
This record from OMol25 describes a cluster of 5 separate species, C11H18Cl6O6 in total in a non-equilibrium geometry. The level of theory is ωB97M-V/def2-TZVPD.

molar mass = 459.0 g/mol
orbital gap = 10.86 eV
lowest unoccupied orbital energy = 0.250 eV
highest occupied orbital energy = -10.61 eV
strongest force on any atom = 2.90 eV/Å
calculated total energy = -99118.722 eV

The geometry in ORCA input format:
```
! RIJCOSX wB97M-V def2-TZVPD def2/J DEFGRID3
* xyz 0 1
C -2.6359 18.1439 -18.2176
C -1.9204 18.4710 -16.8952
C -2.6251 19.6407 -16.1976
O -2.8270 19.2014 -14.8673
C -2.4627 17.9177 -14.7541
O -2.3545 17.3364 -13.7289
O -2.1642 17.4057 -15.9601
H -2.9597 19.0767 -18.6748
H -3.4950 17.5375 -17.9206
H -2.1056 17.5139 -18.9286
H -0.8563 18.6052 -17.0569
H -3.6021 19.8682 -16.6300
H -2.0437 20.5620 -16.2706
C -2.8742 20.6113 -11.6871
C -4.2609 19.9616 -11.9536
C -4.6305 18.8283 -11.0202
O -5.8357 19.3196 -10.4323
C -6.2604 20.4494 -11.0022
O -7.3008 21.0001 -10.8017
O -5.3102 20.9124 -11.8940
H -2.5595 21.2965 -12.4717
H -2.1798 19.7827 -11.5515
H -2.9251 21.2230 -10.7817
H -4.1623 19.6507 -12.9974
H -3.8860 18.7628 -10.2205
H -4.6855 17.8622 -11.5182
Cl -0.4670 15.9752 -10.6540
C 0.9497 16.9161 -10.1944
Cl 1.9565 16.0768 -9.0055
H 1.5620 17.2258 -11.0382
H 0.5851 17.8588 -9.7900
Cl 0.8099 20.0670 -12.1277
C 0.4998 19.0822 -13.6065
Cl 1.8423 19.2549 -14.7216
H 0.4468 18.0254 -13.3678
H -0.4588 19.4280 -13.9766
Cl 1.5768 17.8168 -18.7875
C 1.9847 19.4410 -18.2750
Cl 0.5207 20.4398 -18.1431
H 2.4731 19.3767 -17.3121
H 2.6265 19.9401 -18.9919
*
```

***

(7)
This record from OMol25 describes a structure of composition C27H41IrN2S3 in a non-equilibrium geometry. The level of theory is ωB97M-V/def2-TZVPD.

molar mass = 682.1 g/mol
orbital gap (spin up / spin down) = 4.78 / 4.81 eV
lowest unoccupied orbital energy (spin up / spin down) = -8.609 / -8.584 eV
highest occupied orbital energy (spin up / spin down) = -13.39 / -13.40 eV
strongest force on any atom = 3.12 eV/Å
calculated total energy = -66975.066 eV

The geometry in ORCA input format:
```
! RIJCOSX wB97M-V def2-TZVPD def2/J DEFGRID3
* xyz 2 1
Ir 0.8633 -0.1599 0.2011
C 3.3385 2.1560 -0.1563
C 2.3141 3.0769 0.4703
S 0.5985 2.4295 0.4068
C 0.0276 2.6329 2.1195
C 0.7193 1.7914 3.1635
S 0.8924 0.0189 2.7253
C 2.6687 -0.2202 3.0752
C 3.6406 0.5602 2.2157
S 3.3255 0.4301 0.4117
H 4.3443 2.5476 0.0016
H 3.1691 2.0546 -1.2293
H 2.3104 4.0171 -0.0826
H 2.5472 3.3050 1.5089
H -1.0346 2.3913 2.0530
H 0.1239 3.6898 2.3747
H 0.1268 1.8119 4.0795
H 1.7163 2.1631 3.3924
H 2.8205 -1.2928 2.9660
H 2.8206 0.0358 4.1255
H 4.6435 0.1628 2.3727
H 3.6627 1.6204 2.4615
C -3.6053 0.3413 2.4972
C -3.5066 -0.2266 1.0767
C -4.7492 -1.0655 0.7583
C -3.3249 0.8896 0.0664
C -4.2845 1.8832 -0.0349
C -4.1218 2.9561 -0.8960
C -2.9618 3.0809 -1.6422
C -1.9706 2.1140 -1.5882
C -0.8429 2.0958 -2.6030
C -1.4041 1.6078 -3.9466
C -0.1561 3.4513 -2.7847
C -2.1584 1.0004 -0.7317
N -1.2112 -0.0383 -0.7325
C -1.6099 -1.2495 -1.0630
C -0.7538 -2.3261 -1.0088
C -0.9690 -3.6717 -1.4088
C 0.2109 -4.3310 -1.1881
C 1.1295 -3.3837 -0.6445
N 0.5283 -2.1776 -0.5428
C 2.5644 -3.6604 -0.3145
C 2.9442 -3.0441 1.0361
C 3.3935 -2.9936 -1.4371
C 2.8650 -5.1597 -0.2958
H -3.6377 -0.4754 3.2177
H -4.5053 0.9400 2.6249
H -2.7412 0.9675 2.7300
H -2.6383 -0.8873 1.0585
H -5.6498 -0.4541 0.7733
H -4.8618 -1.8542 1.5016
H -4.6770 -1.5329 -0.2238
H -5.1822 1.8183 0.5654
H -4.9107 3.6884 -0.9959
H -2.8530 3.9242 -2.3097
H -0.1018 1.3608 -2.2701
H -2.1685 2.2947 -4.3087
H -1.8549 0.6199 -3.8473
H -0.6101 1.5494 -4.6906
H -0.8621 4.2166 -3.1017
H 0.6022 3.3650 -3.5629
H 0.3248 3.7842 -1.8665
H -2.6178 -1.4047 -1.4391
H -1.8841 -4.0682 -1.8159
H 0.4151 -5.3722 -1.3594
H 2.6263 -2.0039 1.0669
H 4.0251 -3.0895 1.1706
H 2.4637 -3.5831 1.8545
H 3.2142 -1.9179 -1.4645
H 3.1314 -3.4174 -2.4058
H 4.4524 -3.1785 -1.2575
H 2.2312 -5.6819 0.4208
H 3.9047 -5.3184 -0.0132
H 2.7205 -5.6040 -1.2794
*
```